## A
The following is a DFT calculation (ωB97M-V/def2-TZVPD) of a cluster of 14 separate species, H29O14 in total.

Its HOMO energy is -13.1862 eV. Its LUMO energy is -2.738 eV.

Geometry as ORCA input:
```
! wB97M-V def2-TZVPD RIJCOSX def2/J DEFGRID3
* xyz 1 1
O 3.579 2.113 0.412
H -0.685 1.800 -3.329
O -1.426 2.274 1.170
H -1.032 2.175 1.975
H -2.084 2.677 -3.201
O 0.175 0.151 -3.975
H -0.601 -3.348 2.335
H 0.803 -0.531 -4.305
O 1.623 -2.593 0.819
H 1.768 -1.833 0.151
H 1.630 -3.368 0.221
O 0.781 -4.349 -1.404
H 1.729 -4.683 -1.587
H 0.431 -4.800 -2.135
O 4.462 -0.027 1.615
H 0.561 4.329 0.588
H 3.946 0.748 1.529
O 0.859 1.391 -0.584
H 1.003 2.013 -1.220
H 1.568 1.230 -0.131
O -1.160 0.239 2.645
H -1.384 -0.693 2.305
H -0.108 0.281 2.747
O -3.449 1.128 0.360
H -2.689 0.686 -0.319
H 4.293 2.209 -0.099
O -1.458 2.071 -2.684
H -0.938 -1.354 -0.875
H -0.578 -0.089 -4.566
O -0.811 -2.767 1.729
H 5.147 0.474 2.037
H -2.598 -2.489 1.218
O -3.452 -1.934 1.176
H -3.221 0.183 0.731
H -4.024 -2.451 0.585
O -1.675 -0.861 -0.836
H -2.688 1.611 1.005
H -2.239 -1.421 -1.512
O 0.956 3.510 1.097
H -0.626 2.049 0.712
H 0.567 3.761 1.906
H 3.398 2.968 0.631
H -0.354 -2.478 1.062
*
```

## B
The following is a DFT calculation (ωB97M-V/def2-TZVPD) of a cluster of 14 separate species, H29O14 in total.

Its HOMO energy is -13.1160 eV. Its LUMO energy is -3.551 eV.

Geometry as ORCA input:
```
! wB97M-V def2-TZVPD RIJCOSX def2/J DEFGRID3
* xyz 1 1
O -1.580 -4.074 -0.741
H 3.615 1.139 0.489
O -0.974 1.244 4.052
H -1.529 2.066 3.812
H -1.317 0.951 4.825
O 1.628 1.363 4.000
H 1.226 -2.938 0.267
H 0.003 1.467 3.968
O 0.385 1.234 1.651
H -0.026 2.164 1.582
H 0.259 1.108 0.770
O -0.536 2.381 -1.700
H -0.066 1.542 -1.688
H -1.340 2.427 -2.311
O -0.271 -1.188 -1.768
H -0.500 -2.041 -2.003
H 0.415 -1.401 -1.026
O -0.057 -2.818 1.768
H -0.449 -3.586 1.432
H 0.442 -3.082 2.496
O -3.589 0.132 -1.566
H -4.321 -0.193 -2.166
H -2.824 0.282 -2.021
O -2.066 0.183 0.836
H -2.976 0.070 0.195
H -1.037 -4.159 -1.612
O 4.411 0.780 0.094
H 4.210 0.641 -0.783
H 2.055 2.251 3.798
O 1.608 -2.270 -0.304
H 1.772 0.971 3.096
H 1.867 -0.574 -4.215
O 2.375 -1.146 -3.634
H -1.925 -0.702 1.036
H 2.680 -0.448 -3.258
O 0.496 4.003 0.766
H 0.397 4.602 0.057
H -0.122 3.238 0.270
O -1.563 0.356 -3.353
H -0.747 -0.257 -3.335
H -2.346 0.058 -3.639
H -2.079 -4.824 -0.554
H 2.526 -2.210 -0.283
*
```

Relative stability in hartree, measured from the most stable structure: A 0.0000; B 0.0089

## A
The following is a DFT calculation (ωB97M-V/def2-TZVPD) of the ion C4H8N3S with charge +1.

The SMILES is N[C@@H](S)c1[nH]cc[nH+]1. Its HOMO energy is -13.2756 eV. Its LUMO energy is -3.268 eV.

Geometry as ORCA input:
```
! wB97M-V def2-TZVPD RIJCOSX def2/J DEFGRID3
* xyz 1 1
N 0.173 1.224 -1.713
C 0.790 0.105 -1.038
S 2.488 0.679 -0.281
C 0.012 -0.420 0.054
N -1.242 0.029 0.153
C -1.768 -0.518 1.282
C -0.835 -1.273 1.909
N 0.292 -1.160 1.115
H 0.277 1.344 -2.725
H 0.040 2.114 -1.119
H 1.040 -0.688 -1.643
H 2.381 1.907 -0.961
H -1.440 0.715 -0.638
H -2.711 -0.404 1.551
H -0.675 -1.975 2.682
H 1.178 -1.679 1.373
*
```

## B
The following is a DFT calculation (ωB97M-V/def2-TZVPD) of the ion C4H8N3S with charge +1.

The SMILES is N#C[C@H](S)CNC=[NH2+]. Its HOMO energy is -13.6631 eV. Its LUMO energy is -4.003 eV.

Geometry as ORCA input:
```
! wB97M-V def2-TZVPD RIJCOSX def2/J DEFGRID3
* xyz 1 1
N 1.182 2.292 -0.212
C 1.508 1.271 0.167
C 1.865 -0.091 0.571
S 3.128 -1.092 -0.540
C 0.475 -0.733 0.621
N -0.345 -0.594 -0.639
C -1.111 0.448 -1.025
N -1.457 1.478 -0.235
H 2.268 -0.107 1.530
H 4.238 -0.675 0.008
H 0.446 -1.777 0.799
H -0.144 -0.188 1.427
H 0.082 -1.258 -1.265
H -1.477 0.458 -2.112
H -1.724 2.258 -0.769
H -1.177 1.628 0.734
*
```

Relative stability in hartree, measured from the most stable structure: A 0.0000; B 0.0200

## A
The following is a DFT calculation (ωB97M-V/def2-TZVPD) of a cluster of 2 separate species, C3H8NS3 in total.

Its HOMO energy is -13.1394 eV. Its LUMO energy is -4.151 eV.

Geometry as ORCA input:
```
! wB97M-V def2-TZVPD RIJCOSX def2/J DEFGRID3
* xyz 1 1
C -0.619 0.932 -0.587
C 0.500 0.493 -1.533
C 1.107 0.413 0.938
N -0.053 1.003 0.744
S 1.839 -0.189 -0.485
S -0.218 -2.153 1.616
S 1.845 0.391 2.491
H -1.011 1.911 -0.872
H -1.445 0.212 -0.588
H 0.181 -0.282 -2.226
H 0.929 1.325 -2.091
H -0.595 1.380 1.510
H -1.502 -2.491 1.608
H 0.183 -3.410 1.693
H 2.941 -0.278 2.118
*
```

## B
The following is a DFT calculation (ωB97M-V/def2-TZVPD) of the ion C3H8NS3 with charge +1.

Its HOMO energy (spin up / spin down) is -12.9558 / -12.6288 eV. Its LUMO energy (spin up / spin down) is -5.412 / -5.501 eV.

Geometry as ORCA input:
```
! wB97M-V def2-TZVPD RIJCOSX def2/J DEFGRID3
* xyz 1 1
C 1.030 0.771 -0.604
C 0.872 -0.425 -1.607
C -0.787 -0.247 0.885
N -0.283 0.926 0.156
S 0.936 -1.973 -0.699
S -2.431 -0.594 0.510
S -0.151 -0.195 2.530
H 2.015 0.549 -0.034
H 1.215 1.563 -1.323
H -0.180 -0.240 -2.022
H 1.820 -0.443 -2.286
H -0.266 1.860 0.766
H -1.029 1.120 -0.632
H -2.662 -1.240 1.621
H -0.098 -1.431 2.740
*
```

Relative stability in hartree, measured from the most stable structure: A 0.0000; B 0.1491

## A
The following is a DFT calculation (ωB97M-V/def2-TZVPD) of a structure of composition C34H55ClN3OP2Sr.

Its HOMO energy (spin up / spin down) is -7.6282 / -6.8348 eV. Its LUMO energy (spin up / spin down) is -2.693 / -2.692 eV.

Geometry as ORCA input:
```
! wB97M-V def2-TZVPD RIJCOSX def2/J DEFGRID3
* xyz 1 1
C -2.296 1.503 -1.614
C -1.858 -0.773 -1.683
C -3.316 1.356 -2.560
C -3.013 -1.013 -2.427
C -3.702 0.071 -2.950
H -3.765 2.252 -2.977
H -3.256 -2.036 -2.692
H -4.500 -0.074 -3.669
N -1.577 0.453 -1.155
P -0.996 3.123 0.373
P -0.174 -3.089 -0.358
C -1.936 2.923 -1.199
H -1.354 3.412 -1.997
H -2.857 3.517 -1.150
C -0.774 -1.849 -1.774
H -1.102 -2.536 -2.566
C 0.542 -4.606 -1.244
C -0.471 -3.418 1.481
C 0.560 4.241 -0.018
C -2.369 4.036 1.372
C 2.080 -4.501 -1.312
H 2.536 -4.526 -0.317
H 2.453 -5.370 -1.872
H 2.435 -3.601 -1.823
C 0.180 -5.945 -0.588
H 0.581 -6.080 0.418
H -0.901 -6.111 -0.575
H 0.636 -6.722 -1.218
C -0.024 -4.747 -2.676
H 0.556 -5.539 -3.173
H -1.085 -5.042 -2.643
H 0.064 -3.852 -3.300
C 0.737 -4.091 2.159
H 1.625 -3.441 2.182
H 0.445 -4.300 3.203
H 1.016 -5.049 1.705
C -0.804 -2.136 2.294
H 0.104 -1.561 2.586
H -1.592 -1.521 1.814
H -1.243 -2.457 3.251
C -1.689 -4.362 1.552
H -1.464 -5.361 1.155
H -1.974 -4.471 2.610
H -2.544 -3.958 0.993
C -1.826 4.367 2.767
H -2.619 4.887 3.317
H -1.557 3.471 3.334
H -0.959 5.035 2.739
C -3.516 3.022 1.486
H -3.922 2.736 0.510
H -3.211 2.114 2.018
H -4.329 3.491 2.052
C -2.887 5.325 0.718
H -3.774 5.637 1.286
H -2.169 6.149 0.768
H -3.203 5.205 -0.323
C 0.973 4.140 -1.493
H 0.292 4.689 -2.156
H 1.964 4.605 -1.605
H 1.056 3.107 -1.851
C 1.695 3.707 0.879
H 2.031 2.702 0.577
H 2.569 4.366 0.791
H 1.413 3.665 1.939
C 0.309 5.719 0.287
H -0.456 6.152 -0.369
H 0.042 5.910 1.332
H 1.242 6.270 0.090
Sr 0.246 0.149 0.767
C -1.353 0.790 3.284
O -1.940 0.883 4.269
N 1.109 -1.946 -0.481
C 0.608 -1.497 -1.673
C 1.443 -0.918 -2.839
C 1.105 -1.677 -4.126
C 1.046 0.530 -3.095
C 2.946 -0.993 -2.574
H 1.413 -2.726 -4.052
H 0.036 -1.587 -4.380
H 1.678 -1.216 -4.944
H 1.397 1.205 -2.307
H 1.519 0.840 -4.034
H -0.033 0.650 -3.234
H 3.428 -0.586 -3.475
H 3.249 -0.389 -1.710
H 3.294 -2.025 -2.452
Cl 3.203 1.834 6.046
C 3.142 0.841 4.653
C 4.279 0.153 4.227
C 4.187 -0.623 3.077
C 2.972 -0.674 2.384
N 1.871 -0.003 2.794
C 1.938 0.734 3.937
H 5.202 0.236 4.796
H 5.036 -1.190 2.701
H 2.869 -1.267 1.459
H 1.038 1.250 4.273
*
```

## B
The following is a DFT calculation (ωB97M-V/def2-TZVPD) of a structure of composition C34H55ClN3OP2Sr.

Its HOMO energy is -8.7213 eV. Its LUMO energy is -2.699 eV.

Geometry as ORCA input:
```
! wB97M-V def2-TZVPD RIJCOSX def2/J DEFGRID3
* xyz 1 1
C -1.144 -1.856 -1.815
C 1.063 -1.100 -1.477
C -0.810 -2.469 -3.021
C 1.450 -1.785 -2.667
C 0.516 -2.451 -3.450
H -1.574 -3.041 -3.543
H 2.508 -1.809 -2.919
H 0.830 -2.985 -4.354
N -0.248 -1.216 -1.039
P -3.057 -1.040 0.177
P 2.909 1.056 -0.481
C -2.604 -2.004 -1.349
H -3.252 -1.676 -2.185
H -2.820 -3.084 -1.203
C -0.532 3.083 2.457
O -0.185 4.176 2.399
C 2.019 -0.455 -0.572
H 2.476 -1.180 0.112
C 4.370 1.265 -1.711
C 3.473 1.129 1.357
C -4.333 0.326 -0.284
C -3.694 -2.366 1.358
C 4.351 2.740 -2.162
H 4.744 3.383 -1.363
H 4.988 2.867 -3.050
H 3.343 3.101 -2.398
C 5.776 0.936 -1.167
H 6.108 1.597 -0.361
H 5.857 -0.108 -0.838
H 6.491 1.065 -1.998
C 4.088 0.272 -2.852
H 4.402 0.653 -3.834
H 4.608 -0.680 -2.669
H 3.022 0.048 -2.922
C 4.197 2.459 1.626
H 3.547 3.319 1.418
H 4.479 2.497 2.689
H 5.120 2.561 1.043
C 2.261 1.043 2.297
H 1.533 1.845 2.118
H 1.783 0.051 2.284
H 2.616 1.169 3.331
C 4.395 -0.057 1.688
H 5.367 0.006 1.188
H 4.586 -0.056 2.770
H 3.939 -1.023 1.448
C -4.040 -1.721 2.720
H -4.500 -2.484 3.368
H -3.144 -1.343 3.237
H -4.755 -0.890 2.628
C -2.561 -3.399 1.543
H -2.276 -3.882 0.598
H -1.660 -2.954 1.989
H -2.914 -4.189 2.223
C -4.918 -3.083 0.771
H -5.082 -4.007 1.346
H -5.835 -2.489 0.847
H -4.766 -3.364 -0.279
C -4.229 0.677 -1.775
H -4.717 -0.082 -2.404
H -4.763 1.625 -1.946
H -3.199 0.816 -2.129
C -3.992 1.562 0.583
H -2.983 1.962 0.380
H -4.706 2.362 0.343
H -4.073 1.354 1.660
C -5.785 -0.098 -0.039
H -6.076 -0.950 -0.669
H -6.012 -0.326 1.009
H -6.424 0.750 -0.329
Sr -0.504 0.244 1.181
N 0.505 1.974 -0.213
C 1.091 1.769 -1.264
C 0.592 2.139 -2.734
C 1.443 1.631 -3.871
C -0.808 1.586 -2.969
C 0.515 3.654 -2.813
H 2.471 1.996 -3.828
H 1.408 0.541 -3.963
H 1.008 2.030 -4.799
H -1.543 1.952 -2.239
H -1.138 1.904 -3.967
H -0.816 0.493 -2.964
H 0.212 3.973 -3.821
H -0.202 4.038 -2.077
H 1.487 4.106 -2.593
Cl -1.390 -0.340 7.025
C -0.649 -1.134 5.698
C -0.145 -2.430 5.842
C 0.424 -3.043 4.725
C 0.469 -2.345 3.515
N -0.023 -1.093 3.382
C -0.568 -0.475 4.463
H -0.206 -2.926 6.806
H 0.831 -4.051 4.771
H 0.920 -2.792 2.617
H -0.935 0.546 4.341
*
```

Relative stability in hartree, measured from the most stable structure: A 0.0282; B 0.0000